1.
Below is a cluster of 2 separate species, C27H60BFN3O7P2 in total, with properties calculated with wB97M-V/def2-TZVPD.

Structure (XYZ):
```
101
Properties=species:S:1:pos:R:3
C 0.44625 5.25975 -1.67244
O -0.45312 5.99709 -0.76392
C -1.08321 5.06593 0.22426
C -0.11367 4.72801 1.50281
C -0.25905 3.20250 2.09766
C 1.20948 2.64260 2.66706
C 1.07316 1.32456 3.63345
C 2.46912 0.42879 3.74559
C 2.17768 -1.18030 3.50200
C 3.43307 -2.00761 2.85404
C 3.05463 -3.00813 1.61365
C 2.61541 -2.26940 0.21862
P 3.51956 -0.61852 -0.07018
N 3.24500 0.08945 -1.49799
C 0.94937 -2.13264 0.28287
C 0.28419 -0.63561 0.27563
C 0.01173 -0.00485 -1.21901
C 0.14556 1.66202 -1.25759
F 0.78969 1.99661 -2.56967
C 0.21234 -3.14091 -0.79794
C -1.42095 -3.19925 -0.94830
C -2.00294 -2.72645 -2.40541
C -3.32228 -1.79612 -2.12721
C -3.65020 -0.68080 -3.28150
O -2.58683 -0.47367 -4.27597
N 1.22635 -3.81410 -1.43333
C 0.90384 -4.84595 -2.51248
C 2.63335 -3.45662 -0.90684
B 3.82445 -3.56221 -2.02450
O 4.12915 -4.94365 -2.54196
N 4.62638 -2.43639 -2.64158
C 6.12120 -2.69718 -2.60399
C 4.19880 -2.10347 -4.05373
H 1.14414 6.05169 -2.22875
H 1.18668 4.53976 -1.09864
H -0.10817 4.67720 -2.53561
H -2.01270 5.67461 0.66057
H -1.53008 4.13206 -0.32220
H -0.43128 5.46730 2.37223
H 0.98393 5.02133 1.18392
H -1.01513 3.26305 3.01224
H -0.69508 2.42313 1.33588
H 1.97203 2.43609 1.80023
H 1.62045 3.53290 3.34712
H 0.14418 0.70162 3.28664
H 0.81017 1.73389 4.72161
H 2.80607 0.53089 4.88501
H 3.35190 0.86057 3.11068
H 1.16564 -1.26265 2.92252
H 1.96693 -1.62792 4.58862
H 4.34062 -1.26777 2.62078
H 3.84807 -2.71021 3.72610
H 2.27366 -3.82427 1.96642
H 4.05366 -3.61529 1.37047
H 4.95881 -0.91621 -0.04011
H 3.18972 0.30827 1.00210
H 2.86278 1.03336 -1.26677
H 0.58249 -2.61055 1.31276
H -0.79334 -0.75216 0.77664
H 0.87912 0.11273 0.95034
H 0.72644 -0.52834 -1.99423
H -1.08561 -0.23368 -1.55316
H -0.88771 2.20004 -1.12090
H 0.93164 1.93539 -0.40459
H -1.91647 -2.64327 -0.03069
H -1.73088 -4.34462 -0.82038
H -1.12725 -2.19988 -2.97530
H -2.39454 -3.70216 -2.96901
H -4.32611 -2.40931 -1.95812
H -3.14716 -1.20245 -1.10731
H -3.79147 0.35663 -2.72223
H -4.68870 -0.94859 -3.74979
H -1.75547 -0.20076 -3.74933
H -0.19428 -5.29816 -2.39072
H 1.62534 -5.79043 -2.40692
H 1.02341 -4.33107 -3.55785
H 2.84139 -4.42845 -0.24426
H 3.68537 -4.93319 -3.46273
H 6.66582 -1.66155 -2.80302
H 6.47210 -3.15808 -1.56534
H 6.40343 -3.39569 -3.51115
H 3.30071 -1.32197 -4.07716
H 4.01371 -3.03951 -4.73630
H 5.11461 -1.52142 -4.54834
C -4.84214 4.85327 1.86663
O -4.86315 3.77965 2.79740
P -4.47590 2.19197 2.22967
O -3.34630 2.73896 1.35057
O -5.88308 2.16219 1.36632
C -7.09081 2.23979 2.10238
O -4.08871 0.60435 1.66199
C -4.93035 -0.43294 2.12446
H -5.42744 5.67725 2.28349
H -3.81538 5.20055 1.72342
H -5.28105 4.56565 0.90803
H -7.53679 3.22725 1.95766
H -6.92407 2.06956 3.17043
H -7.78456 1.48111 1.72766
H -5.83947 -0.47250 1.51790
H -5.18842 -0.27811 3.17618
H -4.40349 -1.38439 2.02172
```

Summary:
Net charge: +1
Orbital gap, eV: 5.799
E_HOMO, eV: -10.98

2.
Below is a structure of composition C4H13N2O, with properties calculated with wB97M-V/def2-TZVPD.

Structure (XYZ):
```
20
Properties=species:S:1:pos:R:3
C 4.22636 -0.49495 -0.21801
C -0.77031 2.04667 0.71905
C -1.63912 -1.92143 0.52220
C 3.02134 -0.22610 -0.50979
N -0.50987 1.27564 -0.46987
N -2.00840 -0.92527 -0.49764
O 1.86613 -0.10827 -0.69082
H 4.98725 -0.53296 -1.09873
H 4.54055 -0.71819 0.69845
H -1.89831 -1.31214 -1.42425
H -1.05020 1.37909 1.51923
H 0.05133 2.73890 1.07566
H -1.38927 2.97742 0.64995
H -1.96289 -1.71471 1.59178
H -2.07427 -2.88076 0.31958
H -0.48273 -1.98251 0.53538
H 0.40962 1.06941 -0.62351
H -1.31738 0.20697 -0.44053
H -0.88711 1.83822 -1.19063
H -3.11270 -0.71502 -0.46750
```

Summary:
ΔE to the lowest compared entry with this formula, charge and spin, eV: 3.5431
Net charge: +1
Orbital gap, eV: 9.946
E_HOMO, eV: -12.76

3.
Below is an isolated molecule of C6H12N2O2, with properties calculated with wB97M-V/def2-TZVPD.

Structure (XYZ):
```
22
Properties=species:S:1:pos:R:3
H -2.45874 0.74697 -1.50061
N -2.38237 0.09389 -0.57371
C -1.24626 -0.40635 -0.75962
O -0.72671 0.20881 -2.03386
C -0.26226 -1.11889 0.12270
N -0.14448 -0.56677 1.44928
C 0.60981 0.64957 1.52828
C 2.12930 0.62460 1.44917
C 1.44616 0.90219 2.74947
O 1.52012 -0.08868 3.71994
C 0.58686 0.09844 4.76512
H 0.23604 0.13071 -2.03051
H 0.70305 -1.13885 -0.42416
H -0.60452 -2.16275 0.19761
H 0.24513 -1.26113 2.07894
H 0.10741 1.51294 1.08726
H 2.65843 1.43776 0.95220
H 2.58739 -0.36216 1.35480
H 1.46948 1.92221 3.14889
H 0.70203 1.09703 5.21839
H -0.44680 -0.00692 4.39693
H 0.78462 -0.66811 5.52323
```

Summary:
SMILES string: [H]/N=C(\O)CN[C@@H]1C[C@@H]1OC
ΔE to the lowest compared entry with this formula, charge and spin, eV: 3.4667
Net charge: 0
Orbital gap, eV: 9.737
E_HOMO, eV: -9.00

4.
Below is a structure of composition C7H9N5, with properties calculated with wB97M-V/def2-TZVPD.

Structure (XYZ):
```
21
Properties=species:S:1:pos:R:3
C -2.41747 0.68549 0.89675
C -2.00977 -0.31085 -0.27076
C -0.35838 -2.15900 -0.48313
C 1.46198 -1.41560 0.19865
C 3.30583 -0.02414 0.27472
C 1.36281 0.97269 0.09718
C 0.62954 -0.30664 0.28764
H -1.68164 1.60991 1.26802
H -2.68798 0.14455 1.80537
H -3.31059 1.18931 0.45189
H -2.66921 -1.20831 -0.36937
H -2.12237 0.37701 -1.12920
H -1.23128 -2.96704 -0.61158
H 4.41051 0.03476 0.55647
H 1.19377 3.08577 -1.38824
H -0.31195 2.06360 -0.86890
N -0.63397 -0.87295 -0.09835
N 0.86697 -2.60545 -0.19405
N 2.82327 -1.36579 0.19954
N 2.63546 1.14282 0.25324
N 0.74446 1.92985 -0.87588
```

Summary:
ΔE to the lowest compared entry with this formula, charge and spin, eV: 3.8897
Net charge: 0
Orbital gap, eV: 8.760
E_HOMO, eV: -8.41

Strongest force on any atom across the listed records, respectively: 10.48 5.86 4.57 5.99 eV Å⁻¹.